13
Properties=species:S:1:pos:R:3 method="wB97M-V/def2-TZVPD" relative_energy_kcal_mol=15.4 lumo_ev=1.2 orbital_gap_ha=0.3634 smiles=CN(C)C homo_energy_ev=-8.6806 largest_force_ha_per_bohr=0.0158 total_energy_ha=-174.42843
C -0.97 -0.65 0.72
N 0.10 0.30 0.43
C -0.31 1.16 -0.67
C 1.31 -0.41 0.04
H -1.70 -0.21 1.38
H -1.44 -1.05 -0.19
H -0.58 -1.49 1.29
H 0.47 1.88 -0.91
H -1.23 1.67 -0.37
H -0.53 0.58 -1.58
H 2.04 0.33 -0.30
H 1.73 -0.95 0.89
H 1.12 -1.17 -0.73